Record 1
C5H9MnO3 | the ωB97M-V functional and the def2-TZVPD basis

Last column: Löwdin charge in e.
Positions of all 18 atoms, in Å:
Mn 1.78 3.43 -0.63  1.37
O -0.63 0.61 -0.19  -0.14
O 0.99 -1.63 0.46  -0.08
O 1.37 1.77 -0.71  -0.30
C -1.46 1.67 0.20  -0.10
C 1.62 -0.52 -0.16  -0.12
C 0.82 0.76 0.03  -0.42
C -0.06 -2.12 -0.26  -0.24
C -1.22 -2.47 0.35  0.04
H 1.78 -0.72 -1.23  0.14
H -1.31 2.56 -0.43  0.07
H -1.26 -2.61 1.43  0.07
H -1.29 1.94 1.26  0.10
H 0.88 1.01 1.12  0.16
H -2.09 -2.67 -0.28  0.06
H -2.51 1.35 0.07  0.11
H -0.02 -1.98 -1.34  0.12
H 2.61 -0.40 0.31  0.14

Calculated values
* HOMO-LUMO gap (alpha / beta): 0.1447 / 0.1415 Ha
* total charge: +1
* spin multiplicity: 6
* HOMO (alpha / beta): -0.4078 / -0.4084 Ha

Record 2
C5H9N | the ωB97M-V functional and the def2-TZVPD basis

Last column: Löwdin charge in e.
Positions of all 15 atoms, in Å:
N 2.79 -0.76 -0.45  0.15
C -0.52 0.15 0.29  -0.44
C -0.93 -0.94 -0.70  -0.08
C -0.31 1.50 -0.39  -0.08
C 1.89 -0.54 0.24  -0.24
C 0.72 -0.27 1.09  -0.17
H 0.52 -1.17 1.68  0.12
H -1.26 -1.85 -0.19  0.08
H -1.75 -0.59 -1.34  0.08
H -0.04 2.27 0.33  0.08
H -0.09 -1.20 -1.36  0.08
H 0.50 1.44 -1.14  0.08
H -1.33 0.26 1.03  0.13
H 1.00 0.52 1.80  0.12
H -1.22 1.82 -0.91  0.08

Calculated values
* HOMO-LUMO gap: 0.4545 Ha
* HOMO: -0.4225 Ha

Record 3
C5H9N | the ωB97M-V functional and the def2-TZVPD basis

Last column: Löwdin charge in e.
Positions of all 15 atoms, in Å:
N 2.26 0.83 0.24  0.01
C -2.05 -0.81 0.82  0.00
C -0.33 0.87 -1.04  -0.05
C 0.14 -0.35 -0.18  -0.30
C -0.95 -1.28 0.18  -0.16
C 1.34 -0.18 0.50  -0.20
H 0.42 1.66 -0.94  0.04
H 3.20 0.44 0.45  0.10
H 1.47 -0.67 1.49  0.13
H -1.05 -2.33 -0.18  0.11
H -2.69 -1.38 1.54  0.06
H 2.20 1.35 -0.65  0.08
H -1.34 1.11 -0.73  0.05
H -2.38 0.20 0.64  0.03
H -0.25 0.53 -2.13  0.10

Calculated values
* HOMO-LUMO gap: 0.3175 Ha
* HOMO: -0.2790 Ha

Record 4
C5H9N | the ωB97M-V functional and the def2-TZVPD basis

Last column: Löwdin charge in e.
Positions of all 15 atoms, in Å:
N -1.57 1.87 -0.47  0.05
C 0.86 0.20 -1.15  -0.07
C 0.94 -2.04 0.80  -0.01
C 0.06 0.14 0.14  -0.32
C 0.43 -0.84 1.15  -0.17
C -0.85 1.09 0.44  -0.18
H 0.09 -0.71 2.17  0.10
H -2.47 2.08 -0.08  0.08
H 1.20 -2.67 1.64  0.04
H 1.91 -0.04 -1.07  0.08
H 0.72 1.17 -1.64  0.07
H 0.42 -0.51 -1.88  0.08
H 0.99 -2.42 -0.21  0.05
H -1.04 1.29 1.49  0.12
H -1.71 1.39 -1.35  0.08

Calculated values
* HOMO-LUMO gap: 0.3117 Ha
* HOMO: -0.2759 Ha

Record 5
C5H9N | the ωB97M-V functional and the def2-TZVPD basis

Last column: Löwdin charge in e.
Positions of all 15 atoms, in Å:
N 2.73 -1.49 -1.54  0.14
C -1.11 0.57 -0.08  -0.24
C -1.90 -0.23 0.97  -0.12
C 0.30 0.01 -0.40  -0.20
C 1.78 0.40 -0.01  -0.15
C 2.47 -0.63 -0.82  -0.27
H 2.11 0.30 1.03  0.11
H -1.58 -0.03 1.99  0.07
H -1.14 1.65 0.13  0.10
H -1.80 -1.31 0.79  0.07
H 0.25 -1.05 -0.13  0.10
H 0.38 0.02 -1.49  0.10
H -2.98 -0.03 0.90  0.07
H -1.66 0.44 -1.02  0.10
H 2.13 1.39 -0.33  0.11

Calculated values
* HOMO-LUMO gap: 0.4495 Ha
* HOMO: -0.4193 Ha

Record 6
C5H9N | the ωB97M-V functional and the def2-TZVPD basis

Last column: Löwdin charge in e.
Positions of all 15 atoms, in Å:
N 3.50 0.04 0.56  0.16
C 2.55 -0.16 -0.20  -0.26
C -2.17 -0.05 0.56  -0.12
C 1.45 -0.14 -0.91  -0.15
C 0.13 -0.64 -0.37  -0.24
C -0.81 0.48 0.09  -0.28
H -2.68 -0.59 -0.25  0.07
H -0.34 1.05 0.90  0.11
H 1.47 0.43 -1.83  0.11
H -0.96 1.19 -0.74  0.11
H -0.36 -1.22 -1.16  0.11
H -2.05 -0.74 1.40  0.07
H -2.83 0.76 0.88  0.07
H 0.30 -1.33 0.46  0.12
H 2.80 0.91 0.61  0.12

Calculated values
* HOMO-LUMO gap: 0.3532 Ha
* HOMO: -0.3224 Ha

Record 7
C5H9N | the ωB97M-V functional and the def2-TZVPD basis

Last column: Löwdin charge in e.
Positions of all 15 atoms, in Å:
N 0.90 0.31 0.22  -0.01
C -0.40 1.70 -1.87  0.00
C -0.93 0.60 -1.28  -0.08
C -0.11 -0.29 -0.18  -0.34
C 1.57 0.00 1.48  -0.09
C -0.86 -1.49 0.37  -0.03
H -1.56 -0.99 1.13  0.13
H 2.60 -0.19 1.20  0.08
H 1.36 0.88 2.07  0.09
H -1.47 -2.08 -0.20  0.04
H 1.17 -0.93 1.79  0.04
H 0.63 1.99 -1.67  0.05
H -0.12 -2.02 0.89  0.04
H -1.89 0.15 -1.42  0.06
H -0.90 2.37 -2.52  0.03

Calculated values
* HOMO-LUMO gap: 0.3611 Ha
* HOMO: -0.3240 Ha

Record 8
C5H9N | the ωB97M-V functional and the def2-TZVPD basis

Last column: Löwdin charge in e.
Positions of all 15 atoms, in Å:
N 2.56 1.29 1.28  0.03
C -2.51 -0.75 -0.79  -0.11
C -0.03 -0.41 -0.84  -0.15
C -1.18 -0.45 -0.17  -0.19
C 1.29 0.04 -0.36  -0.12
C 1.36 0.83 0.71  -0.23
H 2.15 -0.58 -0.61  0.10
H -3.20 0.09 -0.73  0.07
H -0.07 -0.64 -1.91  0.10
H -2.34 -1.07 -1.82  0.07
H -1.17 -0.23 0.89  0.10
H 3.25 0.55 1.28  0.08
H 2.41 1.56 2.25  0.08
H 0.47 1.34 1.05  0.11
H -2.99 -1.55 -0.23  0.07

Calculated values
* HOMO-LUMO gap: 0.3310 Ha
* HOMO: -0.2887 Ha

Record 9
C5H9N | the ωB97M-V functional and the def2-TZVPD basis

Last column: Löwdin charge in e.
Positions of all 15 atoms, in Å:
N -0.26 -1.38 0.29  0.01
C 0.75 -0.35 -1.76  -0.08
C -0.14 -0.17 -0.51  -0.51
C 0.26 0.92 0.44  -0.22
C -0.59 1.07 1.61  -0.16
C -1.33 1.23 2.57  0.10
H 0.65 -1.75 0.65  0.10
H -0.55 -2.10 -0.38  0.07
H -1.20 0.03 -0.86  0.15
H 0.18 -1.13 -2.36  0.08
H -2.01 1.21 3.43  0.04
H 0.98 0.62 -2.28  0.08
H 0.26 1.91 -0.08  0.13
H 1.70 -0.90 -1.52  0.08
H 1.31 0.79 0.77  0.13

Calculated values
* HOMO-LUMO gap: 0.3818 Ha
* HOMO: -0.3452 Ha

Record 10
C5H9N | the ωB97M-V functional and the def2-TZVPD basis

Last column: Löwdin charge in e.
Positions of all 15 atoms, in Å:
N 1.80 -0.04 -0.06  -0.04
C -0.41 -0.58 0.25  -0.40
C -0.59 0.47 -0.62  -0.32
C 0.62 1.21 -0.10  -0.11
C -1.83 -0.12 0.04  -0.01
C 0.82 -1.11 -0.22  -0.32
H -0.49 0.25 -1.56  0.09
H 0.75 -1.64 -1.28  0.15
H 0.22 1.53 0.92  0.11
H -2.28 0.49 0.97  0.14
H 1.05 2.10 -0.60  0.10
H 1.07 -2.08 0.40  0.13
H -2.78 -0.62 -0.45  0.13
H 2.35 0.31 1.01  0.21
H -0.31 -0.16 1.30  0.15

Calculated values
* HOMO-LUMO gap: 0.3654 Ha
* HOMO: -0.3265 Ha

Record 11
C5H9N | the ωB97M-V functional and the def2-TZVPD basis

Last column: Löwdin charge in e.
Positions of all 15 atoms, in Å:
N 1.94 1.37 -0.11  -0.03
C -1.44 -0.44 0.37  -0.11
C -2.46 0.16 -0.24  -0.04
C 0.31 0.99 0.40  -0.04
C 0.26 -0.20 -0.05  -0.26
C 0.99 -1.46 -0.27  -0.06
H 2.06 -1.26 -0.36  0.07
H -2.33 1.06 -0.83  0.05
H 1.96 2.37 -0.28  0.01
H -0.22 1.91 0.57  0.10
H 0.65 -1.93 -1.20  0.09
H 2.56 1.16 0.67  0.02
H -3.48 -0.23 -0.18  0.05
H 0.82 -2.16 0.55  0.09
H -1.61 -1.34 0.96  0.08

Calculated values
* HOMO-LUMO gap: 0.3574 Ha
* HOMO: -0.3201 Ha

Record 12
C5H9N | the ωB97M-V functional and the def2-TZVPD basis

Last column: Löwdin charge in e.
Positions of all 15 atoms, in Å:
N 3.35 -1.28 -1.28  0.14
C 1.63 0.36 -0.16  -0.19
C -1.96 -0.17 0.89  -0.12
C 2.63 -0.54 -0.77  -0.24
C -1.00 0.57 -0.04  -0.26
C 0.24 -0.26 -0.41  -0.22
H -2.06 -1.22 0.60  0.07
H -0.73 1.54 0.41  0.11
H -1.52 0.81 -0.97  0.10
H 0.19 -0.52 -1.47  0.11
H -2.97 0.26 0.85  0.07
H -1.62 -0.14 1.93  0.07
H 0.23 -1.22 0.13  0.11
H 1.74 1.35 -0.62  0.12
H 1.85 0.47 0.91  0.12

Calculated values
* HOMO-LUMO gap: 0.4536 Ha
* HOMO: -0.4215 Ha

no.,total energy (eV)
1,-42782.499
2,-6820.992
3,-6818.273
4,-6819.581
5,-6820.042
6,-6818.332
7,-6818.646
8,-6819.832
9,-6818.796
10,-6813.743
11,-6816.584
12,-6820.690